# 1
Here is a structure of composition C29H65Cl4N5 from the OMol25 dataset. Energies are from the ωB97M-V functional and the def2-TZVPD basis.

## Properties
Total charge ... 0

XYZ file:
```
103
Properties=species:S:1:pos:R:3:forces:R:3:mulliken_charge:R:1
C 4.1204 -1.1506 3.1491 0.78 0.15 0.67 -0.549
C 5.2709 -2.1611 2.9081 -0.28 0.14 1.37 -0.671
N 4.8844 -3.5705 3.0581 -0.88 -1.06 -0.85 -0.017
C 4.1591 -4.0122 1.8256 1.25 -0.52 0.67 0.591
C 3.6881 -5.4782 1.7855 -0.28 0.22 0.11 -1.781
C 4.1701 -3.9618 4.2882 1.32 0.64 0.57 0.026
C 4.9875 -3.5770 5.5239 -0.07 0.30 0.45 -1.542
H 4.4640 -0.1163 3.1643 0.21 0.14 -0.91 0.405
H 3.8718 -1.1893 4.2096 -0.62 -0.64 0.04 0.362
H 3.2372 -1.2633 2.5203 0.17 0.00 0.17 -0.223
H 5.8582 -1.9685 2.0103 -0.52 -0.41 -0.48 0.249
H 6.0257 -1.9881 3.6752 -0.03 0.20 0.26 0.435
H 3.3242 -3.3292 1.6694 -0.22 -0.09 -0.50 -0.137
H 4.9327 -3.9142 1.0641 -0.41 0.31 -0.38 0.179
H 4.4129 -6.2158 2.1302 0.20 0.31 0.38 0.392
H 2.7525 -5.6021 2.3309 0.08 -0.15 0.20 0.308
H 3.4791 -5.8104 0.7686 -0.08 0.42 -0.23 0.451
H 4.0451 -5.0438 4.3285 0.01 0.02 -0.43 0.530
H 3.1850 -3.5180 4.4318 -0.38 0.18 -0.36 -0.032
H 5.0737 -2.4980 5.6513 0.06 0.13 -0.24 0.306
H 5.9997 -3.9809 5.5438 -0.04 -0.13 -0.27 0.352
H 4.4959 -3.8893 6.4452 -0.14 -0.31 -0.05 0.435
C -3.5608 -5.4654 2.6667 0.73 0.31 0.08 -1.290
C -2.0441 -5.5323 2.4163 -0.78 -0.06 0.18 -0.455
N -1.4493 -4.2526 2.0498 0.96 -0.11 -1.04 0.167
C -1.5523 -4.0886 0.5711 -1.49 0.29 0.20 -0.499
C -1.7577 -2.6711 0.0343 0.94 -0.16 0.21 -1.059
C -0.0239 -4.2510 2.4379 0.01 -0.16 0.82 -0.841
C 0.5750 -2.8810 2.5113 0.05 1.57 0.32 -0.643
H -3.8797 -6.4537 2.9976 -0.33 0.00 -0.30 0.411
H -4.1057 -5.0958 1.7981 -0.11 -0.30 -0.04 0.292
H -3.7560 -4.7712 3.4840 0.02 0.06 0.02 0.313
H -1.6153 -5.9092 3.3448 0.28 0.11 -0.05 0.460
H -1.8280 -6.2538 1.6284 0.02 -0.46 -0.04 0.367
H -0.7450 -4.5749 0.0235 0.58 0.03 0.18 0.193
H -2.4221 -4.6137 0.1766 -0.29 -0.41 0.63 0.515
H -0.7747 -2.2004 0.0158 -0.28 0.26 -0.38 -0.033
H -2.1805 -2.7855 -0.9638 0.27 0.30 -0.20 0.481
H -2.4204 -2.0118 0.5950 -0.08 -0.37 0.32 0.361
H 0.6131 -4.9183 1.8574 -0.12 -0.24 -0.58 0.353
H 0.0333 -4.6611 3.4462 -0.14 -0.02 0.15 0.466
H 1.5214 -2.7520 3.0363 0.22 -0.84 0.00 -0.021
H -0.0792 -2.2624 3.1256 -0.35 0.18 -0.21 0.371
H 0.7392 -2.3557 1.5704 -0.27 -0.19 -0.24 0.000
C 0.5981 4.6670 -3.4035 0.00 1.08 0.37 -1.273
C -0.1648 6.0098 -3.0571 1.02 -2.00 -2.04 -0.315
N -0.9172 6.4388 -4.2707 0.86 0.85 0.77 0.000
C -1.8635 5.4781 -4.8755 1.03 0.77 1.56 -0.026
C -2.6286 6.0646 -6.0148 -0.72 -0.07 0.00 -1.517
C -1.4472 7.7844 -4.0079 -0.41 -0.19 -0.38 -0.692
C -2.6252 7.7932 -3.0463 -0.29 0.03 -0.19 -0.960
H -0.0314 3.8030 -3.6164 -0.13 0.20 0.05 0.244
H 1.2653 4.3860 -2.5887 -0.07 0.02 0.12 0.247
H 1.2354 4.8749 -4.2631 -0.09 -0.14 -0.15 0.418
H -0.6717 5.8617 -2.1036 -0.69 0.21 -0.04 0.238
H 0.6197 6.7553 -2.9264 -0.12 0.12 0.22 0.423
H -1.3038 4.6002 -5.1984 -0.04 0.02 0.18 0.438
H -2.5434 5.2352 -4.0589 -0.48 -0.82 -0.20 0.106
H -2.0324 6.6903 -6.6790 0.05 -0.22 -0.05 0.340
H -3.0827 5.2221 -6.5364 -0.02 0.21 -0.38 0.443
H -3.4494 6.6519 -5.6031 -0.05 0.24 -0.30 0.268
H -1.7998 8.2466 -4.9300 0.06 -0.17 -0.25 0.340
H -0.6391 8.4395 -3.6823 0.15 -0.19 0.21 0.443
H -3.3746 7.1269 -3.4734 -0.19 -0.12 0.28 0.219
H -3.1038 8.7720 -3.0145 0.14 0.11 0.21 0.387
H -2.3828 7.4564 -2.0384 0.00 0.07 -0.03 0.274
C -5.8537 0.5850 -1.0521 0.22 0.59 -0.23 -1.403
C -4.8523 0.9286 0.0524 -1.71 0.02 0.35 0.105
N -4.1928 2.2494 -0.1548 0.68 -1.97 0.20 -0.078
C -3.3269 2.0551 -1.3331 0.43 2.05 -0.48 -0.283
C -2.5269 3.3494 -1.6539 0.66 -0.40 -0.16 -0.994
C -3.3970 2.5548 1.0637 0.20 0.52 -0.24 0.019
C -4.2544 3.2046 2.1315 -0.26 -0.71 -0.06 -1.501
H -5.3301 0.2303 -1.9399 -0.34 -0.14 -0.10 0.287
H -6.4037 1.4934 -1.2977 0.07 0.11 -0.21 0.346
H -6.6223 -0.1172 -0.7294 0.34 -0.31 0.04 0.440
H -5.4724 0.8860 0.9478 0.16 0.84 0.40 0.388
H -4.2268 0.0532 0.2270 1.02 0.14 -0.30 -0.042
H -3.8883 1.8558 -2.2459 -0.59 0.03 0.30 0.308
H -2.6559 1.1988 -1.2653 0.17 -0.02 0.40 -0.032
H -1.7127 3.5755 -0.9654 -0.03 -0.25 0.29 0.171
H -3.0904 4.2791 -1.7333 -0.56 -0.28 0.12 0.404
H -2.0105 3.2435 -2.6080 -0.11 -0.19 -0.18 0.335
H -2.8018 1.7009 1.3874 -0.21 -0.47 0.27 0.187
H -2.6347 3.3206 0.9206 -0.04 -0.02 -0.92 0.271
H -3.6063 3.6712 2.8735 -0.21 0.19 0.01 0.435
H -4.8677 3.9163 1.5790 -0.02 0.29 0.43 0.343
H -4.9111 2.5022 2.6448 -0.08 0.01 0.02 0.315
C 0.9115 1.0680 0.4266 0.27 0.11 -1.13 0.194
Cl 1.3664 2.7544 -0.1497 -0.42 -1.36 0.25 -0.131
Cl 2.3046 -0.0162 0.3563 0.11 0.44 -0.42 0.009
Cl 0.3241 1.1124 2.0151 -0.29 0.54 1.88 -0.113
Cl -0.4048 0.3292 -0.5115 0.45 0.57 -0.65 -0.065
N 4.6762 -2.9707 -3.1311 -0.14 0.57 0.69 0.057
C 3.7049 -2.7493 -2.1756 0.74 -0.52 -0.45 -1.211
C 4.3945 -2.2363 -1.1046 -3.62 0.53 2.29 1.165
C 5.7003 -2.0484 -1.3337 3.13 -0.92 -3.09 -0.841
C 5.8828 -2.5252 -2.6512 0.08 -0.29 -0.10 -0.464
H 4.5160 -3.4042 -4.0292 0.16 0.24 0.22 0.192
H 2.6847 -3.0545 -2.3551 0.10 0.18 0.25 0.444
H 4.0081 -1.9553 -0.1360 -0.55 -0.23 -0.15 -0.101
H 6.4780 -1.7352 -0.6528 -0.16 0.14 -0.15 0.406
H 6.7087 -2.6629 -3.3334 0.32 0.27 0.43 0.413
```
Forces are in eV/Å.

# 2
Here is a structure of composition C29H65ClF5IN9O8P4 from the OMol25 dataset. Energies are from the ωB97M-V functional and the def2-TZVPD basis.

## Properties
Total charge ... +1

XYZ file:
```
122
Properties=species:S:1:pos:R:3:forces:R:3:mulliken_charge:R:1
C 3.3756 -1.8976 5.8957 -0.27 0.14 -0.74 -1.346
C 4.3425 -1.2574 4.9079 0.50 -0.30 1.24 -0.064
O 3.7284 -0.0899 4.4066 -0.61 -0.71 -0.94 0.020
C 4.1913 0.5941 3.3060 0.74 1.08 0.53 -2.318
I 5.8609 1.8329 4.0929 -0.01 -0.06 -0.08 0.242
C 4.8595 -0.2175 2.1921 -0.11 -0.93 -0.06 -0.629
P 6.5756 -0.9694 2.5180 1.27 0.76 -0.36 0.771
N 7.7429 -0.2319 1.8208 -0.66 -0.08 -0.24 -0.821
N 3.8932 -1.2950 1.6525 0.76 -0.38 0.00 0.005
C 4.3125 -1.8117 0.2999 0.15 -0.18 -0.75 -0.371
C 4.2485 -0.8816 -0.9078 -0.28 0.37 -0.39 -0.165
O 3.6701 -1.1893 -1.9118 0.29 -0.11 0.42 -0.415
C 2.4186 -1.0770 1.9921 -0.66 -0.23 0.32 0.668
C 1.4759 -2.0322 1.2497 0.29 -0.67 -0.34 -2.295
O 1.4455 -1.9255 -0.1634 0.10 0.24 0.08 -0.125
N 1.3597 -3.2663 -0.7407 0.24 -0.11 0.01 0.025
O 1.4296 -3.2149 -1.8844 -0.24 0.04 -0.04 -0.192
C 1.8674 0.3707 2.3079 -0.64 0.49 0.72 0.534
C 0.8417 0.9668 1.3157 0.31 0.73 -0.84 -1.039
C 1.0104 0.8885 -0.2208 -0.36 0.15 -0.42 -0.950
C -0.2532 0.3627 -0.9060 0.27 -0.54 0.30 -0.575
Cl -1.4772 1.6445 -1.0419 -0.09 0.04 -0.04 -0.240
O 1.1834 0.2235 3.5540 0.00 -0.19 -0.48 -0.395
C 0.0886 -0.6623 3.6628 -0.86 -0.86 0.88 0.538
C -0.7221 -0.3043 4.9115 0.46 -0.30 -0.01 -1.762
C 2.9990 1.4332 2.7338 -0.09 -0.14 -0.71 1.607
P 3.5504 2.2980 1.1582 0.91 -0.52 -0.36 0.485
O 4.9229 2.8422 1.1577 -0.15 0.19 0.12 -0.776
C 2.4424 2.5284 3.7361 -0.20 0.31 0.11 1.047
F 2.7229 2.2213 5.0047 0.44 -0.32 0.20 -0.251
F 1.0999 2.6549 3.6844 -0.27 -0.07 -0.44 -0.302
C 2.8517 4.0568 3.5729 -0.68 0.25 1.48 0.402
F 2.4005 4.6403 4.6908 -0.03 0.01 0.10 -0.275
F 2.1699 4.6216 2.5767 0.45 -0.14 -0.67 -0.237
F 4.1340 4.3293 3.5040 0.22 -0.06 -0.64 -0.172
H 3.8894 -2.6392 6.5032 -0.02 0.07 0.09 0.479
H 2.9189 -1.1167 6.5009 0.14 -0.09 0.19 0.308
H 2.5744 -2.3931 5.3400 -0.06 -0.03 0.17 0.198
H 5.2573 -0.9957 5.4520 0.03 0.18 -0.19 0.408
H 4.6401 -2.0184 4.1666 -0.17 0.28 -0.33 0.176
H 5.1406 0.3772 1.3247 -0.18 0.47 0.29 0.583
H 6.4524 -2.2960 2.0249 -0.47 -0.15 0.49 0.115
H 6.7728 -1.1134 3.8942 -0.35 -0.30 0.02 0.092
H 7.4904 0.6053 1.3092 0.36 0.08 0.01 0.314
H 4.1693 -2.0967 2.2246 -0.46 -0.06 0.12 0.972
H 3.7911 -2.7350 0.0590 -0.34 0.19 0.18 0.395
H 5.3594 -2.1202 0.3761 0.03 0.27 0.19 0.780
H 4.8199 0.0661 -0.8652 0.03 -0.12 0.11 0.447
H 2.3678 -1.5346 2.9824 0.15 0.31 0.11 -0.203
H 1.8140 -3.0506 1.4923 -0.06 0.01 0.01 0.720
H 0.4668 -1.9651 1.6526 0.05 0.28 0.04 0.745
H 0.7829 2.0297 1.5492 -0.09 -0.08 0.25 0.741
H -0.1680 0.6228 1.5315 0.19 -0.31 0.26 0.590
H 1.8552 0.3093 -0.5859 -0.07 -0.17 0.22 -0.327
H 1.1442 1.8928 -0.6325 0.20 -0.02 0.09 0.910
H -0.7119 -0.4329 -0.3170 0.01 0.01 -0.02 0.134
H -0.0215 -0.0572 -1.8825 -0.14 0.34 -0.16 0.482
H -0.6049 -0.7132 2.8196 0.26 0.29 -0.19 -0.015
H 0.4367 -1.6970 3.8142 0.24 0.10 -0.12 0.159
H -1.0482 -1.2293 5.3886 -0.20 0.05 -0.08 0.315
H -1.5969 0.2965 4.6774 0.12 0.19 0.10 0.377
H -0.0618 0.1842 5.6292 -0.16 0.23 -0.04 0.393
H 2.5037 3.1267 0.7475 -0.07 -0.02 0.15 0.227
H 3.5015 1.2153 0.2672 -0.51 0.03 0.00 -0.096
O -2.5011 -2.3848 2.0622 1.17 -0.52 -2.44 -0.083
P -3.8204 -3.0101 1.7976 -2.70 0.03 4.12 -0.749
N -4.8750 -1.6751 1.7278 0.34 0.26 -0.04 0.469
C -6.2914 -1.6980 2.0439 -0.29 -0.22 -0.40 -0.801
C -4.5093 -0.6388 0.7608 0.44 0.13 0.07 -0.743
N -4.0488 -3.9588 3.2316 0.12 0.63 0.15 0.180
C -5.2046 -3.8043 4.1046 -0.34 -0.32 -0.05 -1.184
C -2.8689 -4.0068 4.0958 0.22 -0.05 0.02 -1.028
N -4.5363 -4.1110 0.7893 1.23 0.11 -1.58 0.364
C -4.6438 -3.7191 -0.6187 -0.10 0.27 -0.03 -0.988
C -5.3850 -5.2353 1.1580 0.09 -0.32 0.13 -0.856
H -6.9153 -2.2035 1.2914 0.04 -0.02 0.00 0.265
H -6.6509 -0.6710 2.1161 0.08 0.03 -0.08 0.385
H -6.4873 -2.1451 3.0077 0.02 -0.03 -0.03 0.190
H -4.5407 -0.9793 -0.2805 -0.09 0.06 0.00 0.247
H -3.4995 -0.2763 0.9586 0.00 -0.05 -0.01 -0.039
H -5.1834 0.2123 0.8472 -0.05 -0.05 0.10 0.410
H -5.2191 -2.8338 4.6175 0.00 -0.01 0.00 0.342
H -5.1781 -4.5855 4.8677 0.11 0.03 0.02 0.380
H -6.1526 -3.9426 3.5897 0.08 -0.01 -0.14 0.346
H -2.7377 -3.0842 4.6767 0.01 0.00 -0.02 0.313
H -1.9607 -4.1809 3.5264 -0.03 0.02 -0.04 0.266
H -2.9849 -4.8322 4.8015 -0.09 -0.01 -0.03 0.379
H -5.4963 -3.0559 -0.8003 -0.03 -0.05 -0.01 0.303
H -4.7605 -4.5942 -1.2558 0.05 -0.08 0.09 0.407
H -3.7398 -3.2036 -0.9493 -0.01 0.04 0.04 0.241
H -6.3850 -4.9094 1.4569 0.01 -0.01 0.08 0.265
H -4.9390 -5.8384 1.9418 -0.03 0.17 0.15 0.263
H -5.5061 -5.8890 0.2934 0.07 0.12 -0.10 0.396
O -0.3516 2.4082 -4.7661 0.96 2.20 1.17 -0.679
P -0.7008 3.1248 -6.0114 -1.48 -3.24 -3.27 0.084
N -2.4085 3.1285 -5.9993 -0.01 -0.10 0.34 0.278
C -3.2663 3.1848 -7.1668 -0.03 0.51 -0.19 -0.786
C -3.0166 3.6967 -4.7980 0.16 -0.21 0.40 -0.847
N -0.0584 2.0636 -7.2260 -0.40 -0.31 0.35 0.192
C -0.8714 1.4931 -8.2892 0.03 0.21 -0.41 -1.240
C 0.7467 0.9722 -6.6738 0.18 -0.06 0.12 -1.029
N -0.3322 4.5160 -6.8385 0.61 1.13 1.47 0.313
C -0.7524 5.7688 -6.2092 -0.26 -0.01 0.10 -1.041
C 0.0158 4.6463 -8.2446 0.29 -0.07 -0.16 -0.849
H -3.2909 4.1664 -7.6656 0.04 -0.01 0.01 0.253
H -4.2893 2.9585 -6.8627 0.02 0.05 0.10 0.406
H -3.0067 2.4352 -7.9006 0.04 0.03 0.00 0.170
H -2.8065 4.7643 -4.6617 -0.10 0.01 -0.04 0.294
H -2.6546 3.1725 -3.9123 0.07 0.02 -0.03 0.101
H -4.0993 3.5780 -4.8311 0.01 -0.06 -0.11 0.391
H -1.6192 0.7818 -7.9139 0.01 0.00 -0.01 0.355
H -0.2202 0.9571 -8.9840 0.04 -0.06 0.09 0.409
H -1.3753 2.2439 -8.8945 0.05 0.11 0.10 0.335
H 0.1303 0.1748 -6.2398 0.00 0.02 0.03 0.308
H 1.4294 1.3250 -5.9076 -0.05 0.04 0.01 0.341
H 1.3419 0.5353 -7.4792 -0.05 0.06 -0.06 0.327
H -1.8110 5.9891 -6.3870 0.01 0.03 -0.05 0.316
H -0.1698 6.6072 -6.5884 0.09 -0.08 -0.04 0.384
H -0.5931 5.7335 -5.1296 -0.03 -0.05 0.00 0.305
H -0.8562 4.5318 -8.8952 0.02 -0.07 -0.03 0.264
H 0.7915 3.9451 -8.5346 -0.14 -0.17 0.03 0.271
H 0.4170 5.6453 -8.4216 -0.05 0.04 0.15 0.392
```
Forces are in eV/Å.

no.,calculated total energy (eV),highest occupied orbital energy (eV),frontier orbital gap (eV)
1,-88663.727,-8.10,8.306
2,-132270.640,-9.65,6.449